Entry P
An isolated ion of composition C5H11N2 and charge +1. Source: the Open Molecules 2025 dataset; level of theory: ωB97M-V/def2-TZVPD.

Cartesian coordinates (Å):
C -2.40 0.85 0.54
N -1.69 0.50 -0.45
C -0.87 -0.60 -0.56
C -0.50 -1.59 0.48
C 0.70 -0.88 -0.07
N 1.46 0.03 0.50
C 2.41 0.84 -0.30
H -3.03 1.73 0.31
H -2.42 0.45 1.46
H -1.77 1.24 -1.25
H -0.98 -1.01 -1.58
H -0.64 -2.61 0.13
H -0.66 -1.53 1.55
H 1.22 -1.29 -0.84
H 1.29 0.40 1.45
H 3.20 0.29 -0.77
H 1.75 1.56 -0.93
H 2.92 1.62 0.32

Output
HOMO energy (alpha / beta) (eV): -12.152 / -12.151
Kohn-Sham gap (alpha / beta) (eV): 7.634 / 7.633
Charge: +1
Structure (SMILES): C=[NH+][C@@H]1C[C@@H]1NC


Entry Q
C5H11N2 as an isolated structure. Source: the Open Molecules 2025 dataset; level of theory: ωB97M-V/def2-TZVPD.

Cartesian coordinates (Å):
C 1.02 -0.88 -0.64
C -0.24 -0.65 0.13
C 0.50 0.68 -0.38
C 1.47 1.59 0.16
C -2.91 -0.47 0.45
N -2.51 0.46 -0.46
N 2.32 -0.90 0.06
H -0.03 1.08 -1.20
H 1.17 -1.20 -1.69
H -1.11 -0.98 -0.42
H -0.08 -1.03 1.11
H 1.96 2.33 -0.49
H 2.51 0.40 0.14
H -2.47 -0.83 1.39
H -3.94 -0.78 0.45
H 3.04 -1.44 -0.45
H 1.47 1.92 1.23
H -2.19 0.69 0.62

Output
HOMO energy (eV): -13.091
Kohn-Sham gap (eV): 5.052
Charge: +1


entry P wins, 0.2956 hartree ahead of the next structure.


Entry P
An isolated ion of composition C5H11N2 and charge +1. Source: the Open Molecules 2025 dataset; level of theory: ωB97M-V/def2-TZVPD.

Cartesian coordinates (Å):
C 1.18 -1.43 0.13
C 0.91 -0.02 -0.11
N 1.87 1.00 0.02
C -0.50 0.44 -0.19
N -0.63 1.80 -0.15
C -1.39 -0.48 0.68
C -1.48 -0.51 -0.84
H 0.35 -2.01 0.18
H 2.03 -1.39 0.80
H 1.60 -1.89 -0.76
H 2.81 0.74 0.39
H 1.64 1.98 0.13
H -0.44 2.11 0.79
H -1.40 2.29 -0.68
H -2.17 -0.01 1.26
H -0.97 -1.35 1.19
H -1.17 -1.35 -1.49
H -2.26 0.07 -1.35

Output
HOMO energy (eV): -13.756
Kohn-Sham gap (eV): 9.249
Charge: +1
Structure (SMILES): CC(=[NH2+])C1(N)CC1


Entry Q
An isolated ion of composition C5H11N2 and charge +1. Source: the Open Molecules 2025 dataset; level of theory: ωB97M-V/def2-TZVPD.

Cartesian coordinates (Å):
H -2.04 0.20 0.96
N -1.31 -0.53 0.78
N -0.28 -0.21 0.21
C 0.02 1.39 -0.52
C -1.23 2.16 -0.76
C 0.91 -0.92 0.20
C 1.22 -2.00 1.25
C 1.02 -2.39 -0.19
H 0.53 2.11 0.14
H 0.51 1.23 -1.49
H -1.99 2.12 -0.03
H -1.08 3.17 -0.69
H -1.69 2.06 -1.67
H 1.68 -0.29 0.00
H 0.30 -2.29 1.78
H 2.07 -1.95 1.80
H 2.00 -2.67 -0.68
H 0.13 -3.09 -0.46

Output
HOMO energy (eV): -15.407
Kohn-Sham gap (eV): 10.061
Charge: +1
Structure (SMILES): [H]/N=[N+](\CC)C1CC1


Entry R
An isolated ion of composition C5H11N2 and charge +1. Source: the Open Molecules 2025 dataset; level of theory: ωB97M-V/def2-TZVPD.

Cartesian coordinates (Å):
C -2.39 -1.85 -1.08
N -1.42 -1.63 -0.37
N -0.67 -1.71 0.54
C 0.38 -0.98 1.09
C 0.82 0.42 0.60
C 1.33 0.39 -0.81
C -0.25 1.44 0.70
H -3.39 -1.80 -0.80
H -2.16 -2.24 -2.04
H 1.29 -1.70 0.93
H 0.18 -0.99 2.31
H 1.79 0.55 1.21
H 0.55 0.40 -1.60
H 1.79 1.30 -1.02
H 1.99 -0.43 -1.03
H -0.47 1.58 1.72
H -1.20 1.17 0.10
H 0.15 2.37 0.30

Output
HOMO energy (eV): -14.912
Kohn-Sham gap (eV): 9.251
Charge: +1
Structure (SMILES): C=[N+]=NCC(C)C


entry P wins, 0.0902 hartree ahead of the next structure.


Entry P
A 2-piece molecular cluster, C5H11N2 overall. Source: the Open Molecules 2025 dataset; level of theory: ωB97M-V/def2-TZVPD.

Cartesian coordinates (Å):
C 0.25 -2.38 1.94
C 0.29 -1.22 1.34
C -0.03 1.29 -2.45
C 1.06 0.93 1.84
C -1.45 -0.33 -1.62
N -0.51 0.43 -1.32
N 0.23 0.00 1.05
H 0.99 -3.22 1.93
H 1.06 0.92 -2.74
H -0.81 1.27 -3.20
H 0.06 2.29 -1.84
H 0.31 1.73 2.21
H 1.66 0.44 2.57
H 1.77 1.36 1.05
H -2.00 -0.49 -2.55
H -2.04 -1.00 -0.97
H -0.62 -2.40 2.64
H -0.22 0.38 0.09

Output
HOMO energy (eV): -14.350
Kohn-Sham gap (eV): 10.867
Charge: +1


Entry Q
A 2-piece molecular cluster, C5H11N2 overall. Source: the Open Molecules 2025 dataset; level of theory: ωB97M-V/def2-TZVPD.

Cartesian coordinates (Å):
C -2.43 0.31 1.29
C -2.37 1.76 0.89
C -1.72 0.67 0.15
C 2.66 -1.09 -0.02
C 0.44 -1.54 -0.97
N 0.84 0.18 0.48
N 1.25 -0.77 -0.08
H -1.82 -0.05 2.08
H -3.36 -0.35 1.10
H -3.31 2.21 0.42
H -1.80 2.57 1.58
H -1.51 0.25 -0.81
H 2.99 -0.72 0.89
H 3.22 -0.73 -0.90
H 2.97 -2.24 -0.09
H 0.76 -2.69 -0.96
H 0.60 -1.03 -1.95
H -0.60 -1.53 -0.57

Output
HOMO energy (alpha / beta) (eV): -12.893 / -13.300
Kohn-Sham gap (alpha / beta) (eV): 6.969 / 7.664
Charge: +1


entry P wins, 0.1284 hartree ahead of the next structure.


Entry P
A 2-piece molecular cluster, C11H15N overall. Source: the Open Molecules 2025 dataset; level of theory: ωB97M-V/def2-TZVPD.

Cartesian coordinates (Å):
C 3.59 1.39 -0.05
C 2.40 0.48 0.16
C 2.35 -0.83 -0.14
N 1.04 -1.32 0.09
C 0.25 -0.28 0.51
C -1.09 -0.16 0.87
C -1.61 1.04 1.33
C -0.77 2.17 1.46
C 0.53 2.10 1.01
C 1.05 0.89 0.54
H 4.37 0.69 -0.39
H 3.77 2.10 0.75
H 3.46 1.95 -1.00
H 2.95 -1.55 -0.66
H 0.77 -2.28 -0.09
H -1.75 -1.01 0.91
H -2.64 1.08 1.61
H -1.05 3.14 1.86
H 1.16 2.95 0.81
C -3.75 -1.98 -2.72
C -2.71 -2.24 -1.60
H -3.77 -0.96 -3.09
H -3.51 -2.67 -3.53
H -4.70 -2.18 -2.25
H -3.11 -2.11 -0.60
H -2.33 -3.26 -1.72
H -1.76 -1.71 -1.73

Output
HOMO energy (eV): -7.911
Kohn-Sham gap (eV): 8.811
Charge: 0
Structure (SMILES): Cc1c[nH]c2ccccc12.CC


Entry Q
A 2-piece molecular cluster, C11H15N overall. Source: the Open Molecules 2025 dataset; level of theory: ωB97M-V/def2-TZVPD.

Cartesian coordinates (Å):
C -2.13 -1.19 -0.51
C -0.70 -1.48 -0.19
C -0.09 -2.67 -0.38
N 1.31 -2.62 -0.65
C 1.55 -1.24 -0.48
C 2.72 -0.51 -0.68
C 2.62 0.86 -0.74
C 1.45 1.58 -0.57
C 0.26 0.91 -0.31
C 0.35 -0.47 -0.13
H -2.70 -0.50 0.19
H -2.69 -2.11 -0.59
H -2.00 -0.69 -1.47
H -0.60 -3.59 -0.58
H 2.00 -3.17 -0.15
H 3.68 -1.04 -0.61
H 3.53 1.47 -0.79
H 1.54 2.64 -0.72
H -0.71 1.39 -0.20
C -3.08 2.15 1.83
C -2.15 3.36 1.94
H -2.78 1.26 2.38
H -4.06 2.41 2.20
H -3.13 2.04 0.74
H -2.10 3.72 3.00
H -2.67 4.10 1.38
H -1.18 3.40 1.47

Output
HOMO energy (eV): -8.053
Kohn-Sham gap (eV): 9.054
Charge: 0
Structure (SMILES): Cc1c[nH]c2ccccc12.CC


entry P wins, 0.0220 hartree ahead of the next structure.


Entry P
A 2-piece molecular cluster, C11H15N overall. Source: the Open Molecules 2025 dataset; level of theory: ωB97M-V/def2-TZVPD.

Cartesian coordinates (Å):
C -1.86 1.24 2.96
C -2.20 0.33 1.84
C -3.37 -0.34 1.56
N -3.36 -1.07 0.37
C -2.12 -0.77 -0.18
C -1.70 -1.18 -1.48
C -0.50 -0.59 -1.90
C 0.18 0.29 -1.06
C -0.24 0.69 0.20
C -1.38 0.02 0.66
H -2.07 0.90 3.97
H -2.44 2.18 2.86
H -0.83 1.54 3.00
H -4.04 -0.56 2.33
H -4.11 -1.75 0.10
H -2.50 -1.66 -2.05
H -0.16 -0.76 -2.93
H 1.12 0.71 -1.42
H 0.30 1.42 0.79
C 3.82 0.05 -0.38
C 4.01 -0.31 -1.86
H 4.58 0.79 -0.22
H 2.85 0.57 -0.51
H 3.64 -0.66 0.44
H 4.07 -1.33 -2.20
H 4.92 0.13 -2.26
H 3.36 0.12 -2.60

Output
HOMO energy (eV): -7.747
Kohn-Sham gap (eV): 8.704
Charge: 0
Structure (SMILES): Cc1c[nH]c2ccccc12.CC


Entry Q
A 2-piece molecular cluster, C11H15N overall. Source: the Open Molecules 2025 dataset; level of theory: ωB97M-V/def2-TZVPD.

Cartesian coordinates (Å):
C -0.70 -3.13 -1.60
C -1.00 -1.84 -1.02
C -1.34 -0.66 -1.61
N -1.11 0.47 -0.73
C -0.80 -0.07 0.56
C -0.55 0.53 1.76
C -0.23 -0.28 2.86
C -0.23 -1.70 2.72
C -0.27 -2.27 1.45
C -0.60 -1.40 0.37
H -1.40 -3.85 -1.06
H 0.38 -3.37 -1.47
H -0.94 -3.38 -2.62
H -1.64 -0.44 -2.54
H -1.96 1.12 -0.80
H -0.56 1.64 1.86
H 0.06 0.38 3.65
H -0.10 -2.36 3.58
H -0.11 -3.31 1.29
C 2.22 2.83 -0.34
C 1.13 3.19 -1.37
H 1.73 2.32 0.47
H 2.88 2.11 -0.83
H 2.75 3.64 0.13
H 0.67 2.29 -1.77
H 1.40 3.86 -2.18
H 0.34 3.68 -0.77

Output
HOMO energy (eV): -8.072
Kohn-Sham gap (eV): 8.974
Charge: 0
Structure (SMILES): Cc1c[nH]c2ccccc12.CC


Entry R
A 2-piece molecular cluster, C11H15N overall. Source: the Open Molecules 2025 dataset; level of theory: ωB97M-V/def2-TZVPD.

Cartesian coordinates (Å):
C 0.27 2.69 2.98
C 0.97 1.98 1.85
C 2.09 2.26 1.18
N 2.35 1.34 0.16
C 1.25 0.47 0.13
C 0.98 -0.55 -0.79
C -0.12 -1.34 -0.48
C -0.91 -1.17 0.63
C -0.62 -0.11 1.51
C 0.43 0.77 1.21
H -0.28 1.94 3.55
H -0.59 3.23 2.56
H 0.94 3.41 3.44
H 2.78 3.04 1.49
H 2.83 1.68 -0.66
H 1.53 -0.77 -1.69
H -0.34 -2.11 -1.19
H -1.70 -1.82 0.99
H -1.33 0.04 2.31
C -2.05 -2.28 -2.94
C -3.10 -3.02 -3.81
H -2.39 -2.12 -1.93
H -1.16 -2.92 -2.96
H -1.81 -1.34 -3.46
H -4.07 -3.11 -3.31
H -2.73 -3.97 -4.15
H -3.40 -2.37 -4.64

Output
HOMO energy (eV): -7.883
Kohn-Sham gap (eV): 8.839
Charge: 0
Structure (SMILES): Cc1c[nH]c2ccccc12.CC


entry R wins, 0.0233 hartree ahead of the next structure.


Entry P
A 4-piece molecular cluster, C3H11NO3 overall. Source: the Open Molecules 2025 dataset; level of theory: ωB97M-V/def2-TZVPD.

Cartesian coordinates (Å):
C -2.00 0.59 0.50
C -1.83 -0.04 1.67
N -0.77 -0.01 2.49
C 0.39 0.28 2.07
H -1.46 1.39 -0.04
H -3.01 0.53 0.06
H -2.76 -0.50 2.12
H 1.20 0.31 2.65
H 0.51 0.56 0.97
O -0.18 3.32 -3.21
H -0.95 3.10 -3.96
H -0.75 3.43 -2.49
O 2.45 -3.19 1.51
H 1.97 -3.91 1.10
H 1.92 -2.40 1.27
O 1.43 -1.09 -2.10
H 1.59 -1.38 -3.02
H 2.24 -1.00 -1.59

Output
HOMO energy (eV): -9.430
Kohn-Sham gap (eV): 9.575
Charge: 0
Structure (SMILES): C=CN=C.O.O.O


Entry Q
A 3-piece molecular cluster, C3H11NO3 overall. Source: the Open Molecules 2025 dataset; level of theory: ωB97M-V/def2-TZVPD.

Cartesian coordinates (Å):
C -0.01 -1.05 0.70
N -0.43 -0.21 1.92
C -1.70 0.50 2.06
C -2.75 -0.03 1.07
O -2.08 0.97 3.08
H 0.55 -1.92 1.27
H -0.88 -1.43 0.10
H 0.65 -0.40 0.13
H 0.35 0.08 2.34
H -3.69 0.50 1.26
H -2.79 -1.10 1.18
H -2.35 0.32 0.05
O 3.61 1.18 -2.46
H 3.91 1.97 -2.89
H 3.88 1.15 -1.54
O 0.99 -0.13 -2.47
H 1.78 0.32 -2.62
H 0.97 -0.71 -3.19

Output
HOMO energy (eV): -9.214
Kohn-Sham gap (eV): 9.648
Charge: 0
Structure (SMILES): CNC(C)=O.O.O


entry Q wins, 0.0681 hartree ahead of the next structure.